#a
{"formula": "HN3O3", "method": "wB97M-V/def2-TZVPD", "elements": ["H", "N", "N", "O", "N", "O", "O"], "coordinates": [[2.58, 0.05, 0.71], [2.00, -0.69, 0.09], [0.87, -0.51, -0.28], [0.04, 0.49, 0.04], [-1.55, 0.26, -0.15], [-2.11, 1.27, -0.25], [-1.84, -0.88, -0.15]], "homo_lumo_gap_ev": 9.38, "smiles": "[H]/N=N\\O[N+](=O)[O-]", "e_homo_ev": -9.79, "charge": 0, "e_lumo_ev": -0.41}

***

#b
{"formula": "HN3O3", "method": "wB97M-V/def2-TZVPD", "elements": ["O", "N", "O", "O", "H", "N", "N"], "coordinates": [[-2.80, 0.59, 0.01], [-1.62, 0.63, -0.02], [-0.90, 1.57, 0.04], [-0.88, -0.55, -0.03], [-0.01, -0.39, 0.21], [1.60, 0.68, 0.18], [2.37, 1.40, -0.12]], "homo_lumo_gap_ev": 12.19, "smiles": "O=[N+]([O-])O.N#N", "e_homo_ev": -11.84, "charge": 0, "e_lumo_ev": 0.35}

***

Order from most stable to least stable according to the calculation: #b, #a

***

#a
{"formula": "C4H8N4O", "method": "wB97M-V/def2-TZVPD", "elements": ["H", "N", "C", "N", "N", "C", "C", "C", "N", "O", "H", "H", "H", "H", "H", "H", "H"], "coordinates": [[0.05, -2.38, -1.05], [0.97, -1.91, -1.11], [1.24, -0.65, -0.67], [0.36, 0.26, -0.57], [1.02, 1.48, -0.74], [0.31, 2.54, -0.52], [-0.68, -0.13, 0.47], [-0.24, -0.74, 1.81], [-1.89, -0.38, 0.21], [-2.12, -0.13, -1.06], [2.25, -0.07, -0.96], [0.67, 3.40, -0.89], [-0.55, 2.22, 0.08], [-1.17, -1.35, 2.19], [0.43, -1.82, 1.64], [0.36, -0.08, 2.68], [-1.02, -0.25, -1.52]], "homo_lumo_gap_ev": 9.58, "smiles": "[H]/N=C\\N(N=C)/C(C)=N\\O", "e_homo_ev": -9.31, "charge": 0, "e_lumo_ev": 0.27}

***

#b
{"formula": "C4H8N4O", "method": "wB97M-V/def2-TZVPD", "elements": ["O", "C", "C", "N", "C", "N", "N", "C", "N", "H", "H", "H", "H", "H", "H", "H", "H"], "coordinates": [[2.07, 1.06, -0.79], [0.97, 1.83, -0.59], [0.40, 1.12, 0.77], [-0.25, -0.12, 0.86], [0.42, -1.31, 0.80], [-0.06, -2.33, 0.10], [-1.46, -2.52, -0.18], [-2.02, -1.27, -0.27], [-1.65, -0.14, 0.23], [2.88, 1.40, -1.50], [0.09, 1.68, -1.16], [0.92, 3.07, -0.29], [-0.27, 1.99, 0.86], [1.12, 1.20, 1.79], [1.48, -1.36, 1.10], [-1.93, -3.25, -0.66], [-2.71, -1.06, -1.05]], "homo_lumo_gap_ev": 8.10, "smiles": "OCCN1C=NNC=N1", "e_homo_ev": -7.48, "charge": 0, "e_lumo_ev": 0.62}

***

#c
{"formula": "C4H8N4O", "method": "wB97M-V/def2-TZVPD", "elements": ["C", "C", "C", "N", "N", "C", "O", "N", "N", "H", "H", "H", "H", "H", "H", "H", "H"], "coordinates": [[-0.25, 0.30, 3.05], [0.69, 0.22, 1.94], [0.06, 0.26, 0.60], [-0.93, 1.10, 0.28], [-1.18, 0.81, -1.09], [-0.29, -0.09, -1.55], [-0.23, -0.52, -2.71], [0.46, -0.42, -0.48], [1.42, -1.34, -0.56], [-0.94, -0.79, 2.97], [-0.86, 1.08, 2.97], [0.06, 0.43, 4.18], [1.28, -0.76, 1.86], [1.23, 1.04, 1.98], [-1.76, 1.37, -1.44], [1.03, -2.45, -0.89], [2.17, -0.91, -1.27]], "homo_lumo_gap_ev": 9.35, "smiles": "CCc1n[nH]c(=O)n1N", "e_homo_ev": -8.79, "charge": 0, "e_lumo_ev": 0.56}

***

Order from most stable to least stable according to the calculation: #c, #b, #a

***

#a
{"formula": "C7H7NO3", "method": "wB97M-V/def2-TZVPD", "elements": ["C", "C", "C", "C", "O", "C", "C", "N", "C", "O", "O", "H", "H", "H", "H", "H", "H", "H"], "coordinates": [[1.08, 1.01, -1.86], [0.70, 1.19, -0.64], [1.16, 0.14, 0.38], [0.14, -0.97, 0.61], [-1.04, -0.72, 0.83], [0.50, -2.45, 0.44], [-0.71, -3.29, 0.38], [-1.49, -4.14, 0.38], [0.02, 2.53, -0.33], [0.23, 3.50, -0.93], [-0.90, 2.43, 0.73], [1.51, 0.18, -2.38], [0.83, 1.81, -2.48], [1.24, 0.63, 1.33], [2.09, -0.23, 0.05], [1.03, -2.70, -0.50], [1.09, -2.77, 1.31], [-1.04, 1.48, 1.00]], "homo_lumo_gap_ev": 10.77, "smiles": "C=C(CC(=O)CC#N)C(=O)O", "e_homo_ev": -10.61, "charge": 0, "e_lumo_ev": 0.17}

***

#b
{"formula": "C7H7NO3", "method": "wB97M-V/def2-TZVPD", "elements": ["O", "C", "C", "C", "C", "C", "O", "H", "H", "H", "H", "N", "C", "C", "O", "H", "H", "H"], "coordinates": [[-1.41, 1.88, -1.62], [-0.24, 1.69, -1.38], [0.22, 1.18, -0.11], [-0.41, 1.17, 1.14], [0.55, 0.61, 2.02], [1.61, 0.28, 1.23], [1.46, 0.68, 0.05], [0.70, 1.73, -2.17], [-1.29, 1.61, 1.43], [0.73, 0.47, 3.10], [2.63, -0.06, 1.59], [-2.10, -1.92, -0.39], [-1.15, -1.52, -1.01], [-0.23, -1.33, -1.93], [1.10, -1.25, -1.76], [-2.77, -1.19, 0.00], [-0.69, -1.23, -2.86], [1.41, -0.49, -2.27]], "homo_lumo_gap_ev": 8.18, "smiles": "O=Cc1ccco1.N=C=CO", "e_homo_ev": -8.26, "charge": 0, "e_lumo_ev": -0.09}

***

Order from most stable to least stable according to the calculation: #a, #b

***

#a
{"formula": "C5H8O2S", "method": "wB97M-V/def2-TZVPD", "elements": ["C", "C", "C", "C", "C", "H", "H", "H", "H", "H", "H", "H", "H", "O", "O", "S"], "coordinates": [[-0.39, 1.67, -0.20], [-0.28, 0.13, 0.05], [-1.48, -0.49, -0.55], [0.86, -0.66, 0.38], [2.31, -0.07, 0.46], [-1.27, 1.93, -1.43], [-1.13, 2.12, 0.91], [0.99, 1.89, -0.39], [-1.34, -0.59, -1.60], [-2.43, 0.01, -0.47], [-1.36, -2.04, 0.87], [1.06, -1.57, -0.15], [2.63, 0.62, 1.18], [-1.85, -1.90, -0.14], [0.08, -0.34, 1.42], [3.60, -0.69, -0.33]], "homo_lumo_gap_ev": 8.32, "e_homo_ev": -9.11, "charge": 0, "e_lumo_ev": -0.79}

***

#b
{"formula": "C5H8O2S", "method": "wB97M-V/def2-TZVPD", "elements": ["C", "C", "C", "C", "C", "O", "O", "S", "H", "H", "H", "H", "H", "H", "H", "H"], "coordinates": [[0.05, -0.02, 1.50], [-1.26, 0.05, 1.64], [0.28, -0.07, -0.07], [1.02, -1.22, -0.69], [0.68, 1.24, -0.69], [-2.28, -1.24, -0.55], [-2.07, 1.21, -0.76], [-1.64, -0.02, -0.15], [0.79, -0.17, 2.35], [-1.87, 0.02, 2.47], [0.98, -1.21, -1.71], [0.65, -2.07, -0.29], [2.16, -1.09, -0.50], [1.88, 1.30, -0.70], [0.25, 2.02, -0.15], [0.39, 1.28, -1.70]], "homo_lumo_gap_ev": 11.01, "e_homo_ev": -10.20, "charge": 0, "e_lumo_ev": 0.82}

***

#c
{"formula": "C5H8O2S", "method": "wB97M-V/def2-TZVPD", "elements": ["C", "C", "C", "C", "C", "H", "H", "H", "H", "H", "H", "H", "H", "O", "O", "S"], "coordinates": [[0.11, 1.02, 0.60], [-0.88, 0.39, -0.42], [-0.12, -0.82, -0.86], [0.37, -1.57, 0.44], [1.15, -0.20, 0.49], [1.51, 1.83, -0.86], [-0.30, 1.53, 1.53], [-0.85, 1.15, -1.14], [-2.73, -0.09, 1.18], [-0.34, -1.33, -1.87], [1.08, -2.40, 0.26], [-0.46, -1.79, 1.10], [2.19, 0.03, 0.85], [0.77, 2.17, -0.20], [1.17, -0.16, -0.94], [-2.68, 0.24, -0.17]], "homo_lumo_gap_ev": 9.86, "e_homo_ev": -9.13, "charge": 0, "e_lumo_ev": 0.74}

***

Order from most stable to least stable according to the calculation: #b, #c, #a

***

#a
{"formula": "C4H10NOS", "method": "wB97M-V/def2-TZVPD", "elements": ["C", "C", "C", "S", "N", "C", "O", "H", "H", "H", "H", "H", "H", "H", "H", "H", "H"], "coordinates": [[1.66, -0.81, 0.71], [0.91, 0.38, 0.07], [1.76, 1.31, -0.85], [-0.50, -0.15, -0.84], [-1.66, -0.27, 0.23], [-2.91, -0.73, -0.15], [-1.47, 0.13, 1.59], [2.67, -0.49, 1.01], [1.19, -1.42, 1.53], [1.84, -1.50, -0.13], [0.54, 1.05, 0.82], [1.04, 2.22, -0.94], [2.11, 1.29, -1.92], [2.68, 1.56, -0.31], [-2.86, -1.73, -0.59], [-3.39, -0.02, -0.93], [-3.62, -0.80, 0.70]], "homo_lumo_gap_ev": [8.41, 8.50], "smiles": "CC(C)S[N+](C)=O", "e_homo_ev": [-15.31, -15.74], "charge": 1, "e_lumo_ev": [-6.90, -7.25]}

***

#b
{"formula": "C4H10NOS", "method": "wB97M-V/def2-TZVPD", "elements": ["N", "C", "C", "O", "C", "C", "S", "H", "H", "H", "H", "H", "H", "H", "H", "H", "H"], "coordinates": [[-2.20, 0.99, 0.20], [-0.81, 0.43, 0.28], [0.03, 1.37, -0.59], [-0.49, 2.33, -1.09], [-0.74, -1.05, -0.14], [0.66, -1.51, -0.50], [1.92, -1.26, 0.78], [-2.76, 0.52, -0.51], [-2.08, 1.97, -0.13], [-2.68, 1.01, 1.10], [-0.42, 0.60, 1.28], [1.10, 1.19, -0.69], [-1.13, -1.65, 0.68], [-1.46, -1.18, -0.93], [0.98, -0.92, -1.36], [0.61, -2.53, -0.89], [1.07, -1.09, 1.80]], "homo_lumo_gap_ev": 9.20, "smiles": "[NH3+][C@H](C=O)CCS", "e_homo_ev": -13.04, "charge": 1, "e_lumo_ev": -3.84}

***

#c
{"formula": "C4H10NOS", "method": "wB97M-V/def2-TZVPD", "elements": ["C", "C", "C", "C", "N", "O", "S", "H", "H", "H", "H", "H", "H", "H", "H", "H", "H"], "coordinates": [[-1.28, 1.32, -0.02], [-0.24, 1.82, 0.89], [-0.50, 0.29, -0.95], [1.24, -1.99, -0.68], [0.85, -0.11, 1.20], [-1.09, -1.77, 0.62], [0.05, -0.98, 0.15], [-2.17, 1.03, 0.51], [-1.69, 2.18, -0.73], [0.64, 2.41, 0.54], [-0.33, 1.83, 1.91], [-1.14, -0.17, -1.71], [0.35, 0.84, -1.40], [0.63, -2.30, -1.49], [1.90, -2.67, -0.11], [1.95, -1.32, -1.00], [0.83, -0.42, 2.27]], "homo_lumo_gap_ev": 9.54, "e_homo_ev": -14.91, "charge": 1, "e_lumo_ev": -5.37}

***

Order from most stable to least stable according to the calculation: #b, #c, #a

***

#a
{"formula": "C3H10NO", "method": "wB97M-V/def2-TZVPD", "elements": ["C", "C", "N", "C", "O", "H", "H", "H", "H", "H", "H", "H", "H", "H", "H"], "coordinates": [[0.07, 1.89, 0.32], [-0.01, 0.41, 0.42], [1.38, -0.34, 0.36], [-0.83, -0.27, -0.65], [-0.80, -1.66, -0.41], [-0.91, 2.27, 0.60], [0.85, 2.30, 0.97], [0.30, 2.28, -0.68], [-0.27, 0.05, 1.42], [2.06, -0.08, -0.34], [1.15, -1.34, 0.29], [1.89, -0.25, 1.25], [-1.85, 0.10, -0.52], [-0.39, 0.04, -1.61], [-1.44, -2.10, -0.94]], "homo_lumo_gap_ev": 12.00, "smiles": "C[C@H]([NH3+])CO", "e_homo_ev": -15.46, "charge": 1, "e_lumo_ev": -3.46}

***

#b
{"formula": "C3H10NO", "method": "wB97M-V/def2-TZVPD", "elements": ["C", "N", "C", "C", "O", "H", "H", "H", "H", "H", "H", "H", "H", "H", "H"], "coordinates": [[-0.81, -1.37, 1.05], [0.22, -0.37, 0.79], [-0.30, 0.71, -0.12], [0.85, 1.13, -1.03], [0.97, 0.04, -1.96], [-0.99, -1.64, 0.03], [-0.33, -2.08, 1.65], [-1.72, -0.97, 1.44], [0.44, 0.06, 1.72], [1.08, -0.79, 0.34], [-1.08, 0.22, -0.79], [-0.81, 1.61, 0.23], [0.66, 2.14, -1.51], [1.81, 1.25, -0.42], [1.23, 0.50, -2.74]], "homo_lumo_gap_ev": 11.73, "smiles": "C[NH2+]CCO", "e_homo_ev": -15.13, "charge": 1, "e_lumo_ev": -3.40}

***

Order from most stable to least stable according to the calculation: #a, #b